(w)
The molecule C5H12S2. Source: the OMol25 dataset; level of theory: ωB97M-V/def2-TZVPD.

Each line ends with the natural charge from an NBO analysis.
Atoms and positions in Å:
C 0.482 1.477 -1.606  -0.63
C -1.307 -0.045 -0.502  -0.64
C 0.864 -0.998 -1.098  -0.65
C 0.008 -0.445 2.336  -0.64
C 0.160 0.254 -0.769  0.00
S 1.220 -0.545 3.729  -0.03
S 0.779 0.670 1.067  0.07
H 1.596 1.479 -1.798  0.22
H -0.030 1.407 -2.495  0.22
H 0.263 2.401 -1.095  0.23
H -1.399 -1.020 0.016  0.21
H -1.733 -0.134 -1.493  0.20
H -1.795 0.833 -0.039  0.22
H 0.796 -1.240 -2.143  0.21
H 1.832 -0.924 -0.727  0.23
H 0.103 -1.391 1.898  0.22
H 0.423 -1.868 -0.723  0.21
H 1.730 0.649 3.718  0.12
H -1.043 -0.182 2.731  0.23

Summary:
**Highest occupied orbital energy**: -8.54 eV
**SMILES string**: CC(C)(C)SCS
**Gap between HOMO and LUMO**: 9.3 eV

(x)
The molecule C5H12S2. Source: the OMol25 dataset; level of theory: ωB97M-V/def2-TZVPD.

Each line ends with the natural charge from an NBO analysis.
Atoms and positions in Å:
C -2.446 -0.364 -0.961  -0.40
C -3.026 0.975 -1.349  -0.66
C -0.890 -0.486 -1.065  -0.58
S -0.137 -0.628 0.478  0.13
S 1.822 -1.404 0.023  0.01
C 3.169 -0.404 0.979  -0.48
C 2.849 0.147 2.352  -0.66
H -2.957 -1.131 -1.588  0.22
H -2.655 -0.562 0.132  0.20
H -2.883 0.939 -2.437  0.20
H -2.884 2.056 -1.036  0.24
H -4.158 1.100 -1.236  0.22
H -0.521 -1.350 -1.717  0.22
H -0.724 0.368 -1.601  0.21
H 4.144 -0.959 0.716  0.23
H 3.228 0.387 0.245  0.21
H 3.713 0.577 2.905  0.23
H 2.119 -0.416 2.983  0.23
H 2.237 1.154 2.175  0.22

Summary:
**Highest occupied orbital energy**: -8.06 eV
**SMILES string**: CCCSSCC
**Gap between HOMO and LUMO**: 8.7 eV

Of them, (w) has the highest stability.

(w)
The ion C5H13N2O with charge +1. Source: the OMol25 dataset; level of theory: ωB97M-V/def2-TZVPD.

Each line ends with the natural charge from an NBO analysis.
Atoms and positions in Å:
O 3.403 0.769 -0.531  -0.48
C 2.728 -0.212 -0.612  0.44
C 1.252 -0.250 -0.991  -0.17
C 0.525 -1.000 0.151  -0.44
C -0.989 -0.924 0.037  -0.23
C -1.846 0.820 1.669  -0.43
N -1.544 0.474 0.241  -0.55
N 0.645 1.041 -1.267  -0.88
H 3.073 -1.233 -0.355  0.12
H 1.234 -0.928 -1.846  0.22
H 0.843 -0.900 1.182  0.24
H 0.649 -2.054 -0.089  0.25
H -1.327 -1.486 0.902  0.22
H -1.489 -1.442 -0.766  0.24
H -2.741 1.447 1.712  0.24
H -1.034 1.428 2.070  0.23
H -1.880 -0.056 2.277  0.23
H -2.358 0.607 -0.354  0.44
H -0.724 1.023 -0.043  0.48
H 1.287 1.824 -1.171  0.42
H 0.291 1.051 -2.216  0.39

Summary:
**Highest occupied orbital energy**: -13.49 eV
**Total charge**: +1
**SMILES string**: C[NH2+]CC[C@@H](N)C=O
**Gap between HOMO and LUMO**: 10.4 eV

(x)
The ion C5H13N2O with charge +1. Source: the OMol25 dataset; level of theory: ωB97M-V/def2-TZVPD.

Each line ends with the natural charge from an NBO analysis.
Atoms and positions in Å:
C -1.024 -0.575 0.279  -0.05
C 0.026 0.338 -0.511  0.40
C -2.360 -0.127 0.565  -0.65
C 1.843 0.654 1.141  -0.63
C 1.429 0.140 -0.260  0.03
N -0.328 1.473 -1.053  -0.75
N -0.692 -1.112 -1.095  -0.67
O 1.844 -1.240 -0.415  -0.72
H -0.634 -1.156 1.095  0.24
H -2.139 0.737 1.200  0.25
H -2.925 -0.800 1.228  0.27
H -2.750 0.244 -0.416  0.21
H 2.818 0.143 1.266  0.23
H 1.140 0.347 1.924  0.22
H 1.881 1.710 1.400  0.26
H 1.955 0.666 -0.935  0.19
H 0.265 1.877 -1.739  0.41
H -1.312 1.435 -1.282  0.40
H -0.055 -1.959 -1.055  0.45
H -1.393 -1.299 -1.719  0.41
H 2.411 -1.496 0.382  0.50

Summary:
**Highest occupied orbital energy**: -14.48 eV
**Total charge**: +1
**SMILES string**: C[C@@H](O)[C@@]1(N)[NH2+][C@@H]1C
**Gap between HOMO and LUMO**: 11.7 eV

Of them, (w) has the highest stability.

(w)
A cluster of 2 separate species, C5H13N2O in total. Source: the OMol25 dataset; level of theory: ωB97M-V/def2-TZVPD.

Each line ends with the natural charge from an NBO analysis.
Atoms and positions in Å:
C 0.945 0.505 1.081  -0.43
N 0.125 0.917 2.180  -0.48
C -1.149 1.187 2.178  0.40
N -1.871 1.378 3.279  -0.72
H 2.028 0.590 1.313  0.26
H 0.657 1.237 0.272  0.23
H 0.674 -0.549 0.778  0.25
H 0.515 0.819 3.124  0.41
H -1.622 1.374 1.228  0.22
H -1.561 0.958 4.144  0.42
H -2.801 1.735 3.238  0.44
C -0.719 -0.890 -3.225  -0.64
C 0.448 -0.438 -2.392  -0.25
C 1.114 -1.312 -1.588  0.08
O 2.241 -0.986 -0.795  -0.72
H -0.517 -0.866 -4.283  0.23
H -1.058 -1.894 -2.958  0.22
H -1.564 -0.206 -3.064  0.21
H 0.813 0.619 -2.423  0.21
H 0.599 -2.299 -1.365  0.17
H 2.705 -1.878 -0.722  0.49

Summary:
**Highest occupied orbital energy**: -11.74 eV
**Total charge**: +1
**Gap between HOMO and LUMO**: 8.1 eV

(x)
The ion C5H13N2O with charge +1. Source: the OMol25 dataset; level of theory: ωB97M-V/def2-TZVPD.

Each line ends with the natural charge from an NBO analysis.
Atoms and positions in Å:
C 0.380 0.383 -0.003  0.55
C 0.792 1.297 2.246  -0.42
C 1.393 1.221 -2.109  -0.44
C -1.959 -2.564 -0.258  -0.25
C -0.887 -0.603 0.390  -0.09
N 0.992 1.186 0.821  -0.53
N 0.578 0.345 -1.298  -0.52
O -1.113 -1.487 -0.649  -0.55
H -0.061 1.938 2.474  0.22
H 0.625 0.318 2.687  0.22
H 1.684 1.734 2.689  0.24
H 1.125 2.265 -1.932  0.22
H 1.198 0.994 -3.154  0.25
H 2.458 1.081 -1.921  0.22
H -2.933 -2.195 0.083  0.19
H -1.497 -3.153 0.541  0.19
H -2.090 -3.184 -1.140  0.22
H -0.638 -1.122 1.326  0.20
H -1.732 0.076 0.569  0.21
H 1.651 1.839 0.413  0.42
H 0.033 -0.370 -1.777  0.45

Summary:
**Highest occupied orbital energy**: -14.33 eV
**Total charge**: +1
**SMILES string**: CN/C(COC)=[NH+]\C
**Gap between HOMO and LUMO**: 11.6 eV

Of them, (x) has the highest stability.

(w)
The ion C5H13N2O with charge +1. Source: the OMol25 dataset; level of theory: ωB97M-V/def2-TZVPD.

Each line ends with the natural charge from an NBO analysis.
Atoms and positions in Å:
C -0.478 2.098 1.425  -0.06
O 0.914 1.958 0.962  -0.80
C -1.269 0.810 1.075  -0.44
C -0.346 -0.421 1.051  -0.45
C 0.123 -0.929 -0.276  -0.02
C -0.573 -1.616 -1.185  0.05
N -0.144 -2.181 -2.362  -0.79
N 1.361 -0.197 -0.700  -0.71
H -0.413 2.233 2.500  0.19
H -0.842 2.940 0.853  0.20
H 1.497 2.578 1.438  0.50
H -1.962 0.903 0.239  0.22
H -1.939 0.691 1.934  0.23
H 0.505 -0.234 1.706  0.23
H -0.891 -1.223 1.547  0.25
H -1.557 -1.998 -0.934  0.23
H 0.777 -1.967 -2.657  0.38
H -0.779 -2.801 -2.831  0.43
H 1.216 0.245 -1.605  0.43
H 1.568 0.588 -0.050  0.49
H 2.118 -0.885 -0.718  0.43

Summary:
**Highest occupied orbital energy**: -12.49 eV
**Total charge**: +1
**SMILES string**: N/C=C(\[NH3+])CCCO
**Gap between HOMO and LUMO**: 9.3 eV

(x)
The ion C5H13N2O with charge +1. Source: the OMol25 dataset; level of theory: ωB97M-V/def2-TZVPD.

Each line ends with the natural charge from an NBO analysis.
Atoms and positions in Å:
C 1.359 -0.294 -1.940  -0.10
O 0.191 -0.584 -2.716  -0.75
C 0.859 0.279 -0.606  -0.05
C 0.451 -0.831 0.360  -0.43
C 0.088 -0.348 1.764  -0.27
C -2.048 0.395 2.402  -0.01
N -0.935 0.683 1.835  -0.47
N -0.428 1.076 -0.878  -0.72
H 2.209 0.241 -2.347  0.21
H 1.856 -1.266 -1.749  0.20
H 0.444 -1.089 -3.497  0.51
H 1.385 1.138 -0.195  0.23
H -0.467 -1.245 -0.131  0.22
H 1.220 -1.575 0.620  0.26
H 0.056 -1.237 2.392  0.21
H 0.957 0.196 2.193  0.22
H -2.640 1.267 2.632  0.20
H -2.291 -0.563 2.800  0.17
H -0.877 1.495 0.001  0.48
H -0.327 1.829 -1.569  0.44
H -1.060 0.433 -1.371  0.45

Summary:
**Highest occupied orbital energy**: -14.00 eV
**Total charge**: +1
**SMILES string**: C=NCC[C@H]([NH3+])CO
**Gap between HOMO and LUMO**: 11.1 eV

Of them, (w) has the highest stability.